Density functional theory data (ωB97M-V/def2-TZVPD) for a 2-piece molecular cluster, C3H11NOS overall in a non-equilibrium geometry.

CARTESIAN COORDINATES (ANGSTROEM)
S: -1.3625 0.8396 -0.0023
O: 3.3329 0.1974 2.6100
N: 2.5862 -1.0307 0.6467
C: -3.7700 0.4483 -1.4189
C: -2.2361 0.9042 -1.5972
C: 3.6846 -0.7212 1.5724
H: 2.8085 -0.8377 -0.4132
H: -2.1431 1.9800 -1.9577
H: 2.3418 0.2400 2.7137
H: -3.9209 -0.5736 -1.7636
H: 2.3651 -1.9713 0.7199
H: 4.4978 -0.0611 1.1658
H: 4.0106 -1.5726 1.9460
H: -4.4129 1.2556 -1.8554
H: -2.2091 -0.0970 0.4944
H: -1.5717 0.5201 -2.5150
H: -4.0011 0.4801 -0.3455

Cartesian forces, eV/Å:
0.0 -0.3 0.1
-2.2 -0.1 0.9
1.8 2.8 -2.1
1.4 1.5 0.0
0.2 1.0 -2.1
-1.4 5.2 -2.7
-0.6 -0.2 2.8
-0.6 -0.9 0.9
1.5 -0.3 -0.4
-0.2 0.2 -0.3
-0.6 -2.1 0.0
-0.4 -1.5 -0.7
1.8 -3.9 2.1
0.3 -1.2 -0.2
0.4 0.1 -0.1
-1.5 -0.4 2.0
0.1 -0.1 -0.3

Results
Energy above the lowest of the compared OMol25 structures with the same formula, charge and spin, kJ/mol: 224.6
HOMO energy (spin up / spin down), eV: 1.33 / -4.95
HOMO-LUMO gap (spin up / spin down), eV: 2.03 / 8.34
Charge: -1
Multiplicity: 2
LUMO energy (spin up / spin down), eV: 3.35 / 3.39
Max |F|, Eh/bohr: 0.1174